DFT (ωB97M-V/def2-TZVPD) results for a structure of composition C28H48F6OP2Ru at a distorted geometry.

Energy relative to the best compared isomer or geometry (same formula, charge and spin) in kJ/mol: 0.00
Total charge: +1
Multiplicity: 6
LUMO energy (spin up / spin down) in eV: -1.8 / -5.1
Gap between HOMO and LUMO (spin up / spin down) in eV: 8.05 / 6.78
Highest occupied orbital energy (spin up / spin down) in eV: -9.80 / -11.86

Last column: Löwdin spin population.
Cartesian coordinates (Å):
1 Ru -0.07009 0.11652 0.67310  3.170
2 C -1.99261 1.70555 0.23535  0.232
3 C -2.61797 0.83486 -0.70108  0.235
4 C -2.07489 -0.46143 1.15651  0.123
5 C -1.72857 0.97652 1.46591  0.106
6 C -2.67393 -0.46494 -0.16064  0.280
7 C -1.92388 3.18661 0.10472  0.025
8 H -1.54708 3.49340 -0.87587  0.003
9 H -1.27671 3.61416 0.87802  0.001
10 H -2.91969 3.63867 0.22462  0.011
11 C -1.83192 1.52819 2.84555  0.025
12 H -1.66064 2.60668 2.84880  0.000
13 H -1.10069 1.06702 3.51120  0.003
14 H -2.84200 1.32608 3.23655  0.005
15 C -2.32745 -1.48580 2.20821  0.025
16 H -3.40571 -1.54235 2.42664  0.008
17 H -1.79917 -1.22714 3.12686  0.000
18 H -2.00182 -2.48138 1.88118  0.002
19 C -3.34786 -1.63021 -0.78064  0.040
20 H -4.44643 -1.60106 -0.70239  0.016
21 H -3.02377 -2.56262 -0.30981  0.002
22 H -3.11398 -1.70766 -1.85482  0.006
23 C -3.14979 1.24645 -2.03069  0.028
24 H -4.13304 1.74225 -1.98394  0.011
25 H -3.24795 0.39895 -2.71375  0.001
26 H -2.47459 1.95840 -2.52832  0.005
27 C 1.34272 0.61180 -3.13769  0.009
28 C 0.31752 1.45561 -3.29360  0.006
29 C -0.31055 1.70489 -4.63567  0.001
30 C -1.18965 0.58524 -5.26596  0.000
31 C -1.29430 -0.71185 -4.51733  0.000
32 C -0.25660 -1.54513 -4.39303  0.000
33 C 1.08499 -1.23616 -4.99230  0.000
34 C 1.93266 -0.12588 -4.30889  0.001
35 H 0.48545 1.95646 -5.35882  0.000
36 H -0.79868 0.39364 -6.28167  0.000
37 H -0.93161 2.61132 -4.55891  0.000
38 H 2.19773 0.61153 -5.08677  0.000
39 H 1.86160 0.47425 -2.18001  0.006
40 H -0.06257 2.08170 -2.47621  0.000
41 H 2.88200 -0.57989 -3.98732  0.000
42 H 1.67621 -2.17049 -5.00957  0.000
43 H -0.33903 -2.51334 -3.89628  0.000
44 H 0.95697 -0.95444 -6.05126  0.000
45 H -2.21021 0.98428 -5.41850  0.000
46 H -2.28754 -0.96149 -4.14229  0.000
47 P 1.43895 1.89521 0.72133  0.138
48 C 1.11324 2.81597 2.26579  0.021
49 H 1.99675 3.41512 2.51215  0.004
50 H 0.92004 2.12208 3.08360  0.000
51 H 0.24575 3.47031 2.13985  0.000
52 C 3.12709 1.26871 0.96593  0.041
53 H 3.76102 2.06810 1.37043  0.007
54 H 3.53705 0.92811 0.00751  0.000
55 H 3.09803 0.43176 1.67430  0.001
56 C 1.64314 3.32387 -0.41302  0.018
57 H 2.06238 3.01610 -1.37711  0.000
58 H 2.31055 4.06261 0.05594  0.003
59 H 0.67673 3.80837 -0.59782  0.000
60 P 0.68846 -2.13325 -0.05049  0.110
61 C -0.47982 -3.38829 -0.71577  0.007
62 H 0.05358 -4.26013 -1.12093  0.001
63 H -1.10655 -2.96688 -1.51154  0.000
64 H -1.12590 -3.74505 0.09973  0.000
65 C 2.28077 -2.33414 -0.94310  0.033
66 H 2.13113 -2.37515 -2.03293  0.000
67 H 2.79142 -3.24515 -0.59692  0.005
68 H 2.92650 -1.47684 -0.71535  0.002
69 C 1.09805 -2.99499 1.50063  0.014
70 H 1.31295 -4.05056 1.31248  0.002
71 H 0.24489 -2.90046 2.17752  0.000
72 H 1.96342 -2.52237 1.95702  0.000
73 C 0.06661 -1.48023 4.87283  0.005
74 C 1.19571 -0.70982 4.16392  0.019
75 O 0.88276 -0.34880 2.90458  0.173
76 C 1.45636 0.55241 5.09228  0.004
77 F 1.62903 0.22771 6.40142  0.001
78 F 2.54527 1.25451 4.69714  0.000
79 F 0.39087 1.41675 5.05448  0.000
80 C 2.55325 -1.56892 4.19823  0.003
81 F 3.33961 -1.33028 5.27826  0.001
82 F 2.28316 -2.91127 4.19522  0.000
83 F 3.32621 -1.31644 3.10574  0.000
84 H -0.80976 -0.81164 4.95963  0.000
85 H 0.37734 -1.83414 5.87147  0.001
86 H -0.27093 -2.32068 4.24640  0.000

---

DFT (ωB97M-V/def2-TZVPD) results for an isolated molecule of C3H4N4 at a distorted geometry.

Energy relative to the best compared isomer or geometry (same formula, charge and spin) in kJ/mol: 231.05
Total charge: 0
SMILES: [H]/N=C\N/C(C#N)=N\[H]
Multiplicity: 1
LUMO energy in eV: 0.2
Gap between HOMO and LUMO in eV: 10.67
Highest occupied orbital energy in eV: -10.49

Last column: Mulliken charge in e.
Cartesian coordinates (Å):
1 H -1.79560 1.15641 0.69524  0.235
2 N -2.26577 0.25523 0.35781  -0.586
3 C -1.51138 -0.66748 -0.07341  0.042
4 N -0.06560 -0.77135 -0.05073  -0.202
5 C 0.87817 0.26178 -0.00809  0.530
6 C 2.31365 -0.11792 0.06983  0.089
7 N 3.44728 -0.39912 0.25208  -0.391
8 N 0.76344 1.47910 -0.17161  -0.529
9 H -0.18237 1.94068 -0.31225  0.247
10 H -1.94058 -1.51452 -0.54336  0.369
11 H 0.35876 -1.62280 -0.21551  0.195

---

Q: Which of these has the highest multiplicity?
A: C28H48F6OP2Ru

---

Q: The lowest multiplicity belongs to which entry?
A: C3H4N4

---

Q: Which value of energy relative to the best compared isomer or geometry (same formula, charge and spin) does entry 1 give?
A: 0.00 kJ/mol

---

Q: Which formula does entry 2 have?
A: C3H4N4